A structure of composition C18H38BrNaO2P2. Source: the OMol25 dataset; level of theory: ωB97M-V/def2-TZVPD.

XYZ file:
```
62
Properties=species:S:1:pos:R:3:forces:R:3
C -3.110 4.176 -1.048 0.215 -0.579 -0.474
C -3.335 3.694 -2.503 0.366 -0.114 1.438
P -3.196 1.864 -2.709 -0.649 -0.591 -0.927
C -4.136 1.245 -1.226 0.259 0.533 -0.083
P -0.963 1.561 -2.517 0.623 1.793 -1.211
O -1.015 -0.045 -3.247 0.041 -0.080 0.289
C -0.492 -0.949 -2.291 -0.697 0.936 -0.740
C -0.725 -2.350 -2.794 0.446 -0.589 0.566
C 0.281 -3.438 -2.332 0.133 0.308 -0.358
C 1.553 -2.878 -1.751 0.181 -0.251 0.134
Br 2.618 -4.319 -0.907 0.181 0.366 0.079
C -1.296 -0.526 -1.061 -0.107 -1.017 -0.104
C -1.185 -1.320 0.257 0.271 0.989 -0.184
C -0.873 -0.404 1.441 0.331 -0.456 0.417
C 0.416 -0.702 2.205 -0.885 -0.320 0.752
C 0.587 -2.187 2.526 0.387 0.423 -0.712
C 0.430 0.100 3.523 0.519 0.122 -0.696
C 1.500 1.195 3.513 0.571 1.019 1.190
C 2.849 0.570 3.408 -0.141 0.548 -1.008
C 3.392 0.322 2.200 0.795 -0.154 0.440
C 3.406 1.349 1.083 -1.093 -1.830 -0.121
C 3.957 -1.079 1.983 0.356 1.190 0.619
O -1.042 0.824 -0.923 0.146 0.319 0.014
H -4.033 4.229 -0.492 -0.323 0.268 0.158
H -2.560 5.105 -1.014 -0.134 0.502 0.096
H -2.490 3.449 -0.544 0.290 -0.215 0.296
H -4.318 3.997 -2.827 -0.285 0.176 -0.413
H -2.582 4.167 -3.115 0.142 -0.002 -0.549
H -4.964 1.921 -1.057 -0.372 0.196 0.013
H -4.556 0.280 -1.459 -0.050 -0.415 0.006
H -3.565 1.209 -0.307 0.247 -0.125 0.221
H 0.504 1.493 -2.553 -0.015 -0.373 0.243
H -0.807 2.915 -1.997 -0.106 -0.369 0.478
H -0.908 2.150 -3.849 -0.160 -0.178 0.089
H 0.550 -0.628 -2.222 0.530 -0.520 0.491
H -1.717 -2.651 -2.492 -0.422 -0.131 0.078
H -0.734 -2.351 -3.869 0.052 0.292 -0.453
H -0.130 -4.169 -1.653 -0.332 -0.010 0.376
H 0.587 -3.989 -3.208 0.019 -0.426 -0.268
H 1.395 -2.137 -0.986 -0.134 0.106 0.391
H 2.205 -2.470 -2.507 0.153 0.168 -0.292
H -2.307 -0.715 -1.422 -0.455 0.246 -0.052
H -2.125 -1.811 0.441 -0.394 -0.230 0.011
H -0.471 -2.117 0.135 0.494 -0.330 0.105
H -1.675 -0.466 2.163 -0.398 -0.095 0.259
H -0.830 0.627 1.120 -0.109 0.225 -0.193
H 1.247 -0.377 1.595 0.350 0.112 -0.309
H -0.343 -2.634 2.842 -0.244 -0.136 0.404
H 1.374 -2.324 3.254 0.086 -0.172 0.481
H 0.907 -2.726 1.646 0.024 -0.390 -0.413
H 0.606 -0.569 4.352 0.131 -0.206 0.394
H -0.522 0.574 3.712 -0.371 0.165 -0.059
H 1.312 1.909 2.726 -0.187 0.081 -0.447
H 1.435 1.763 4.436 -0.153 0.167 0.250
H 3.386 0.273 4.293 -0.565 -1.246 0.373
H 3.072 0.901 0.139 -0.212 0.262 -0.394
H 2.693 2.118 1.312 -0.055 0.544 -0.139
H 4.394 1.755 0.924 0.398 0.205 0.177
H 4.956 -1.080 1.500 0.024 -0.336 0.907
H 3.184 -1.629 1.403 0.258 -0.079 0.486
H 4.010 -1.602 2.917 0.244 -0.260 0.432
Na 4.197 -1.093 -0.166 -0.215 -0.031 -2.555
```
Positions in Å, forces in eV/Å.

Results
total charge	0
orbital gap	3.5	eV